ORCA calculation (the ωB97M-V functional and the def2-TZVPD basis) on 6 unconnected molecules or ions with the total composition C26H42N7O at a distorted geometry.

Element x y z (Å)
C  -4.2101  -4.0543  -3.9948
C  -4.2990  -2.9472  -4.7778
C  -3.3797  -1.8341  -4.7997
C  -2.9555  -1.2389  -3.6515
C  -2.0851  -0.1314  -3.7327
N  -1.5919  0.3929  -4.8131
N  -2.0361  -0.2225  -5.9208
C  -2.8682  -1.2334  -5.9795
O  -3.1949  -1.6533  -7.1836
H  -3.3530  -4.7141  -4.0413
H  -5.0502  -4.2702  -3.3482
H  -5.1641  -2.8619  -5.4360
H  -3.2671  -1.5835  -2.6809
H  -1.7909  0.3411  -2.8102
H  -1.6792  0.1478  -6.7958
H  -3.6951  -2.4818  -7.1360
C  1.9703  1.1839  -1.9228
C  1.8333  2.3654  -0.9678
C  0.8581  2.0965  0.1824
C  -0.4861  1.8244  -0.3330
N  -1.5433  1.6222  -0.7398
H  1.0215  0.9548  -2.4131
H  2.6950  1.4079  -2.7056
H  2.3081  0.2889  -1.3959
H  1.5049  3.2434  -1.5258
H  2.8106  2.6020  -0.5461
H  0.8108  2.9634  0.8379
H  1.1877  1.2402  0.7742
C  -1.0968  6.4381  3.9991
C  -0.9072  4.9257  4.0367
C  0.5287  4.4962  3.7179
C  0.9194  4.9285  2.3736
N  1.2100  5.2418  1.3053
H  -0.9019  6.8423  3.0043
H  -2.1213  6.6994  4.2618
H  -0.4300  6.9348  4.7065
H  -1.5937  4.4595  3.3270
H  -1.1679  4.5530  5.0280
H  0.6194  3.4099  3.7727
H  1.2246  4.9286  4.4384
C  -4.5066  -8.4471  -5.7108
C  -5.9453  -8.0734  -5.3702
C  -6.7436  -7.5955  -6.5888
C  -6.1323  -6.3988  -7.1765
N  -5.6529  -5.4604  -7.6369
H  -3.9488  -7.5883  -6.0891
H  -3.9870  -8.8096  -4.8240
H  -4.4731  -9.2339  -6.4656
H  -5.9441  -7.2927  -4.6061
H  -6.4498  -8.9396  -4.9407
H  -7.7671  -7.3539  -6.3025
H  -6.7827  -8.3746  -7.3508
C  3.7764  1.1388  6.9653
C  3.8725  2.5121  6.3119
C  3.1159  3.6005  7.0803
C  1.6890  3.2719  7.1585
N  0.5668  3.0223  7.1889
H  2.7449  0.7870  7.0025
H  4.3495  0.4048  6.3972
H  4.1692  1.1592  7.9836
H  3.4810  2.4518  5.2958
H  4.9243  2.7997  6.2372
H  3.2269  4.5590  6.5721
H  3.5029  3.7118  8.0939
C  6.1928  -0.7365  2.9856
C  6.2780  0.6409  2.3372
C  5.5090  1.7141  3.1162
C  4.0840  1.3782  3.1960
N  2.9667  1.1077  3.2412
H  5.1646  -1.0999  3.0186
H  6.7766  -1.4609  2.4186
H  6.5808  -0.7151  4.0057
H  5.8930  0.5838  1.3173
H  7.3240  0.9425  2.2675
H  5.6081  2.6834  2.6268
H  5.9022  1.8049  4.1299

Results
Energy relative to the best compared isomer or geometry (same formula, charge and spin), kcal/mol: 0.0
Total charge: +1
Kohn-Sham gap, eV: 8.08
Calculated total energy, a.u.: -1474.082927